DFT (ωB97M-V/def2-TZVPD) results for C31H30FeN8O5PS2 as an isolated structure.

Structure (ORCA input):
```
! wB97M-V def2-TZVPD RIJCOSX def2/J DEFGRID3
* xyz 0 6
Fe -0.99476 0.08189 -1.74465
N -1.64820 3.74875 0.56061
C -1.90154 2.75932 -0.31811
S -1.10145 2.73670 -1.83855
N -2.83729 1.88586 0.04826
N -2.85530 0.83675 -0.79151
C -3.95187 0.21705 -1.02351
C -3.88989 -0.82975 -2.04540
C -5.02451 -1.48146 -2.52101
C -4.89051 -2.38992 -3.55509
C -3.63291 -2.62656 -4.09560
C -2.55170 -1.94971 -3.55826
N -2.67287 -1.08766 -2.55170
H -0.92276 4.40970 0.35370
H -2.02549 3.68405 1.49152
H -4.89678 0.52114 -0.58184
H -5.99068 -1.25775 -2.08917
H -5.75985 -2.90298 -3.94463
H -3.48919 -3.31658 -4.91392
H -1.54560 -2.09841 -3.93193
N 0.62952 2.13130 -4.79459
C 0.80517 1.10285 -3.93761
O -0.20076 0.39787 -3.64006
C 2.11199 0.83045 -3.45132
C 3.17471 1.70827 -3.76954
N 3.99052 2.47714 -4.04240
C 2.40039 -0.35804 -2.75340
N 3.47740 -0.95325 -2.32297
H -0.31809 2.43511 -4.94068
H 1.38052 2.77412 -4.98253
C -3.28788 -2.48313 0.90781
S -1.60875 -2.22297 0.31639
C -1.42690 -3.80533 -0.50873
O -0.75088 -2.26898 1.52734
H -3.29905 -3.39851 1.49896
H -3.98213 -2.54927 0.07278
H -3.53669 -1.63019 1.53637
H -2.22748 -3.92886 -1.23809
H -1.46899 -4.57881 0.25780
H -0.46044 -3.80780 -1.00531
O 0.23581 0.39550 0.03961
P 1.10924 0.50089 1.26115
C 0.13611 1.02352 2.69329
C 0.72786 1.53598 3.84643
C -0.05596 1.92299 4.92050
C -1.43865 1.80574 4.84961
C -2.03267 1.30171 3.70351
C -1.24629 0.90691 2.63041
C 2.43175 1.70894 1.04576
C 2.35539 2.60622 -0.01241
C 3.35185 3.55808 -0.18973
C 4.42273 3.61472 0.68589
C 4.50793 2.71589 1.74216
C 3.52046 1.76282 1.91953
C 1.96459 -0.99555 1.78782
C 1.44395 -1.79955 2.80002
C 2.11449 -2.94775 3.18778
C 3.30142 -3.30422 2.56264
C 3.82316 -2.51071 1.55148
C 3.15997 -1.35649 1.16834
H 1.80243 1.64473 3.90957
H 0.41113 2.32164 5.81145
H -2.05073 2.11556 5.68696
H -3.11027 1.22430 3.63649
H -1.70126 0.53472 1.72760
H 1.51432 2.56353 -0.69024
H 3.29819 4.23637 -1.02985
H 5.20389 4.34938 0.53878
H 5.35430 2.74658 2.41587
H 3.61917 1.03591 2.71617
H 0.51082 -1.53280 3.27609
H 1.70668 -3.56811 3.97515
H 3.82163 -4.20420 2.86540
H 4.74538 -2.78740 1.05796
H 3.57466 -0.74140 0.38058
O 2.67802 -2.10729 -1.84526
N 1.55397 -1.45449 -2.37898
O 0.41548 -1.63505 -1.92695
*
```

## Properties
Energy in eV: -120135.846
Kohn-Sham gap (alpha / beta) in eV: 7.167 / 6.809
Energy relative to the best compared isomer or geometry (same formula, charge and spin) in kcal per mole: 38.9
Highest occupied orbital energy (alpha / beta) in eV: -7.7 / -7.7
<S²>: 8.7647